[1]
C11H15N2O2S as an isolated structure in a non-equilibrium geometry, computed with the ωB97M-V functional and the def2-TZVPD basis.

Summary:
strongest force on any atom: 0.0402 hartree/bohr
Kohn-Sham gap: 3.83 eV

ORCA input file:
```
! wB97M-V def2-TZVPD RIJCOSX def2/J DEFGRID3
* xyz -1 1
C 2.8512 0.8044 0.9204
C 1.3932 1.1064 0.4037
C 1.0546 0.1913 -0.7783
O -0.2718 0.3780 -1.3731
C -1.0436 1.3412 -0.7846
C -0.9942 2.6191 -1.2690
C -1.7788 3.6849 -0.6457
C -2.5715 3.3857 0.4285
C -2.6719 2.0507 0.9388
N -3.3933 1.5705 1.9670
S -3.0920 -0.0270 2.0535
N -1.9983 -0.2508 0.8402
C -1.8876 0.9754 0.3373
H 2.8735 1.1681 1.9645
H 3.0999 -0.2675 0.8774
H 3.5653 1.4141 0.3365
H 1.3955 2.1826 0.1512
H 0.7355 0.8960 1.2674
H 1.1053 -0.8785 -0.4520
H 1.7839 0.3147 -1.6034
H -0.3230 2.8178 -2.1106
H -1.7142 4.6991 -1.0519
H -3.1397 4.1953 0.8985
C 0.6367 -4.7338 -1.0261
C 0.6342 -3.8342 0.2343
O 1.9089 -3.6032 0.5930
H 1.1185 -5.6955 -0.8287
H -0.3978 -4.9435 -1.3524
H 1.1509 -4.2494 -1.8610
H -0.0320 -4.3638 0.9658
H 0.0024 -2.9482 -0.0414
*
```

=====

[2]
A 2-piece molecular cluster, C11H15N2O6P3S2 overall in a non-equilibrium geometry, computed with the ωB97M-V functional and the def2-TZVPD basis.

Summary:
strongest force on any atom: 0.0410 hartree/bohr
Kohn-Sham gap: 7.39 eV
SMILES: CP(O)c1cnc2c([PH2]=O)c([PH2]=S)ccc2n1.O=S1(=O)OCCO1

ORCA input file:
```
! wB97M-V def2-TZVPD RIJCOSX def2/J DEFGRID3
* xyz 0 1
C 3.7334 -0.0356 -0.8301
P 2.8741 0.6003 -2.3302
O 3.0672 -0.6304 -3.4523
C 1.0419 0.6370 -1.9788
C 0.1546 0.0407 -2.9448
N -1.1413 0.0561 -2.8069
C -1.5872 0.6903 -1.6771
C -3.0036 0.7886 -1.4737
P -4.2438 0.1245 -2.6797
O -3.7052 -0.3315 -3.9781
C -3.4882 1.4295 -0.3338
P -5.2802 1.6587 0.0306
S -5.9554 0.4682 1.4147
C -2.5649 1.9474 0.6259
C -1.2323 1.8463 0.4129
C -0.6840 1.2283 -0.7440
N 0.6795 1.2208 -0.8590
H 4.3730 -0.8707 -1.1652
H 3.0690 -0.3767 -0.0209
H 4.4351 0.7468 -0.5135
H 2.8521 -0.2973 -4.3311
H 0.5638 -0.4250 -3.8418
H -5.1219 1.2129 -2.9370
H -4.9628 -0.9274 -2.0607
H -6.0584 1.4975 -1.1322
H -5.4208 2.9982 0.4715
H -2.9625 2.4417 1.5142
H -0.5793 2.2729 1.1785
O 4.0851 0.1111 2.3198
S 3.8758 -1.2906 2.3361
O 4.5872 -2.1806 1.4949
O 2.2998 -1.5629 2.1594
C 1.8042 -2.3089 3.2762
C 2.7039 -1.9227 4.4312
O 4.0084 -1.8102 3.8516
H 1.8916 -3.3721 3.0426
H 0.7612 -2.0647 3.4629
H 2.7015 -2.6628 5.2271
H 2.4292 -0.9479 4.8408
*
```

=====

Let's list E_LUMO in order: 0.060, -0.036 Eh.
Let's list M in order: 239.32, 428.31 Da.
Let's list E_HOMO in order: -2.21, -8.38 eV.